The following is a quantum chemistry calculation of a single C2H3N3O2 molecule at a distorted geometry, from OMol25.

Positions of all 10 atoms, in Å:
C  -0.9734  1.0466  -0.0603
C  0.4216  0.8231  -0.1657
H  1.9433  -0.6119  0.9205
H  -1.0214  -1.8917  -0.2583
H  -1.5241  1.9628  -0.1644
N  0.4467  -0.5404  -0.3521
N  -0.7145  -1.0636  0.1745
N  -1.6264  -0.0615  -0.0255
O  1.6155  -1.1427  -0.1082
O  1.4327  1.4793  0.0395

The energy comes out at -392.61604 Eh. Its SMILES is O=c1cn[nH]n1O. Its total charge is 0. The value obtained for the energy above the lowest of the compared OMol25 structures with the same formula, charge and spin is 4.8303 eV.

Okay, here come the natural (NBO) numbers, in e, for every atom:
1. C -0.098
2. C 0.521
3. H 0.451
4. H 0.380
5. H 0.224
6. N 0.001
7. N -0.250
8. N -0.161
9. O -0.485
10. O -0.582

---

The following is a quantum chemistry calculation of a single C5H10NOP molecule at a distorted geometry, from OMol25.

Positions of all 18 atoms, in Å:
C  -0.7828  1.1445  -0.9616
C  -0.5661  -0.3249  -1.3096
C  0.6021  1.5196  -0.4285
C  -0.4475  -1.4053  1.0234
C  0.3507  -0.8125  -0.1787
N  1.1452  0.3335  0.2218
O  -0.3846  -0.5550  2.1459
P  0.9273  0.3916  2.2735
H  -1.0639  1.7486  -1.8228
H  -1.5376  1.2432  -0.1789
H  -1.4812  -0.9108  -1.3734
H  -0.0345  -0.4014  -2.2591
H  1.2699  1.7611  -1.2647
H  0.5926  2.3737  0.2494
H  -1.5070  -1.5109  0.7786
H  -0.0481  -2.3908  1.2812
H  1.0306  -1.5948  -0.5338
H  1.9349  -0.6095  2.3372

The energy comes out at -667.83815 Eh. Its SMILES is C1C[C@@H]2COPN2C1. Its total charge is 0. The value obtained for the energy above the lowest of the compared OMol25 structures with the same formula, charge and spin is 0.7540 eV.

Okay, here come the natural (NBO) numbers, in e, for every atom:
1. C -0.425
2. C -0.409
3. C -0.234
4. C -0.073
5. C -0.103
6. N -0.631
7. O -0.797
8. P 1.010
9. H 0.215
10. H 0.200
11. H 0.210
12. H 0.207
13. H 0.180
14. H 0.198
15. H 0.186
16. H 0.179
17. H 0.198
18. H -0.111

---

The following is a quantum chemistry calculation of a single C12H25IN2O4S molecule at a distorted geometry, from OMol25.

Positions of all 45 atoms, in Å:
C  4.2338  -1.1264  1.1063
O  3.0795  -0.5764  0.4824
C  3.3494  0.1882  -0.6725
C  2.2066  1.1312  -0.9699
C  1.7806  1.9532  0.2444
C  0.4349  1.6036  0.9307
C  -0.7611  1.3049  -0.0016
C  -1.8410  2.3452  0.3408
N  -2.4294  2.1489  1.6461
O  -2.8437  2.5297  -0.6790
S  -3.6881  1.1792  -0.9825
O  -4.7746  1.6115  -1.7915
O  -2.6253  0.5170  -2.0377
C  -1.8386  -0.5305  -1.4282
N  -0.7544  -0.7576  -2.3755
C  -1.2754  -0.1628  -0.0359
C  -0.2293  -1.2212  0.3368
C  -0.7521  -2.6526  0.2401
C  -1.9591  -2.9419  1.1184
I  0.8665  -3.9449  0.8987
H  4.3852  -0.6255  2.0587
H  5.1140  -1.0347  0.4830
H  4.0431  -2.1787  1.2977
H  3.4553  -0.4741  -1.5381
H  4.2853  0.7377  -0.5880
H  1.4040  0.5916  -1.4517
H  2.5928  1.8151  -1.7215
H  2.5477  1.8084  0.9997
H  1.7896  3.0149  0.0325
H  0.1678  2.4904  1.4948
H  0.6089  0.8394  1.6763
H  -0.4662  1.5581  -1.0144
H  -1.3113  3.2911  0.3521
H  -3.4277  2.2928  1.6584
H  -2.1670  1.2763  2.0795
H  -2.4870  -1.3996  -1.3487
H  -0.9965  -0.2522  -3.2216
H  -0.6971  -1.7375  -2.6236
H  -2.0485  -0.2788  0.7145
H  0.6695  -1.1411  -0.2463
H  0.0718  -1.1074  1.3696
H  -0.9339  -2.9643  -0.7769
H  -1.6543  -3.0685  2.1481
H  -2.4057  -3.8741  0.7937
H  -2.7191  -2.1773  1.0022

The energy comes out at -1578.54077 Eh. Its total charge is 0.

Okay, here come the natural (NBO) numbers, in e, for every atom:
1. C -0.244
2. O -0.567
3. C -0.052
4. C -0.432
5. C -0.397
6. C -0.398
7. C -0.274
8. C 0.257
9. N -0.868
10. O -0.700
11. S 1.749
12. O -0.918
13. O -0.720
14. C 0.247
15. N -0.864
16. C -0.259
17. C -0.460
18. C -0.238
19. C -0.655
20. I 0.048
21. H 0.176
22. H 0.173
23. H 0.188
24. H 0.167
25. H 0.161
26. H 0.221
27. H 0.211
28. H 0.213
29. H 0.201
30. H 0.214
31. H 0.211
32. H 0.235
33. H 0.180
34. H 0.382
35. H 0.366
36. H 0.164
37. H 0.390
38. H 0.368
39. H 0.208
40. H 0.248
41. H 0.218
42. H 0.197
43. H 0.224
44. H 0.223
45. H 0.209

---

The following is a quantum chemistry calculation of a single C6H8N2S molecule at a distorted geometry, from OMol25.

Positions of all 17 atoms, in Å:
C  -0.6075  -0.4375  1.9244
C  2.1338  1.8469  1.6005
C  -0.5221  -0.8076  -1.5823
C  -0.1908  -0.1557  -0.3850
C  1.0935  0.8103  -0.1878
C  -1.7865  -1.4364  -1.8958
N  -1.0120  -0.1029  0.8067
N  1.1187  1.4837  0.9625
S  1.9406  1.2832  -1.4773
H  -1.3619  -0.3771  2.7034
H  0.4810  -0.7661  2.0938
H  1.8528  2.6040  2.3842
H  3.1782  1.6292  1.4720
H  0.2536  -0.7663  -2.3641
H  -2.4740  -1.4149  -1.0087
H  -1.7137  -2.4659  -2.3192
H  -2.3835  -0.9268  -2.7272

The energy comes out at -740.92838 Eh. Its total charge is 0. As for the multiplicity: 3. The value obtained for the energy above the lowest of the compared OMol25 structures with the same formula, charge and spin is 1.8975 eV.

Okay, here come the natural (NBO) numbers, in e, for every atom:
1. C -0.008
2. C -0.099
3. C -0.218
4. C 0.125
5. C -0.192
6. C -0.662
7. N -0.425
8. N -0.409
9. S 0.327
10. H 0.182
11. H 0.152
12. H 0.173
13. H 0.165
14. H 0.205
15. H 0.235
16. H 0.223
17. H 0.225

---

The following is a quantum chemistry calculation of a molecular structure, C48H48FN3O5S2Sb2Sn, from OMol25.

Positions of all 110 atoms, in Å:
Sn  2.6394  -1.0250  0.5962
C  -0.0832  -1.2711  3.4376
C  0.4928  0.0752  3.9054
C  0.7080  1.1338  2.8247
Sb  -1.2411  1.6053  1.9918
C  -2.6182  2.1325  0.4774
C  -3.8384  2.5654  0.9894
C  -4.8571  2.8274  0.0836
C  -4.6434  2.6659  -1.2809
C  -3.4142  2.2328  -1.7549
C  -2.3731  1.9536  -0.8747
C  -1.9235  2.8095  3.5770
C  -2.2744  2.3154  4.8296
C  -2.6313  3.1987  5.8401
C  -2.6340  4.5655  5.6037
C  -2.2834  5.0589  4.3541
C  -1.9288  4.1842  3.3385
Sb  -2.0509  -0.9196  2.7311
C  -2.7485  -2.2211  1.2571
C  -2.3634  -3.5549  1.2835
C  -2.8915  -4.4231  0.3399
C  -3.7833  -3.9555  -0.6178
C  -4.1532  -2.6185  -0.6414
C  -3.6376  -1.7398  0.3029
C  -3.4075  -1.0435  4.3118
C  -4.6649  -0.4632  4.1623
C  -5.5803  -0.5592  5.1989
C  -5.2378  -1.2275  6.3679
C  -3.9847  -1.8056  6.5078
C  -3.0552  -1.7107  5.4799
H  -0.1019  -1.9971  4.2484
H  0.4690  -1.6904  2.5956
H  1.5022  -0.0934  4.3018
H  -0.0845  0.4812  4.7408
H  1.3915  0.8123  2.0580
H  1.0476  2.0884  3.2212
H  -4.0065  2.7057  2.0488
H  -5.8163  3.1677  0.4505
H  -5.4413  2.8886  -1.9766
H  -3.2510  2.1140  -2.8180
H  -1.4073  1.6131  -1.2409
H  -2.2972  1.2521  5.0400
H  -2.9108  2.8135  6.8116
H  -2.9101  5.2494  6.3949
H  -2.2862  6.1242  4.1676
H  -1.6624  4.5850  2.3661
H  -1.6559  -3.9230  2.0163
H  -2.6107  -5.4682  0.3568
H  -4.2000  -4.6417  -1.3440
H  -4.8479  -2.2584  -1.3892
H  -3.9334  -0.6961  0.2829
H  -4.9413  0.0506  3.2481
H  -6.5596  -0.1118  5.0955
H  -5.9543  -1.2991  7.1750
H  -3.7275  -2.3335  7.4161
H  -2.0779  -2.1611  5.6018
C  4.2914  3.7368  -4.9662
C  3.7384  2.4166  -5.4845
C  4.5142  1.8374  -6.6562
C  5.9293  1.4792  -6.2315
C  5.8882  0.5500  -5.0485
C  6.9103  -0.3327  -4.7982
C  6.8499  -1.2028  -3.7081
F  7.8813  -2.0249  -3.5059
C  5.7784  -1.2426  -2.8670
C  4.7154  -0.3577  -3.1036
C  3.5645  -0.3710  -2.2313
O  3.4878  -1.2714  -1.3141
C  2.5585  0.5793  -2.4591
C  2.6776  1.4186  -3.5499
N  3.7117  1.4197  -4.3768
C  4.7745  0.5417  -4.1791
C  1.3060  0.7019  -1.6311
O  0.2758  1.0706  -2.1947
O  1.3933  0.4766  -0.3647
H  4.3732  4.4510  -5.7851
H  5.2769  3.6102  -4.5179
H  3.6321  4.1625  -4.2095
H  2.6988  2.5525  -5.7839
H  4.5153  2.5631  -7.4686
H  4.0031  0.9409  -7.0152
H  6.4891  2.3814  -5.9730
H  6.4691  1.0031  -7.0493
H  7.7765  -0.3670  -5.4470
H  5.7422  -1.9313  -2.0365
H  1.8876  2.1267  -3.7641
C  4.9000  -1.1904  4.2429
O  4.4858  -0.6863  2.9616
C  4.2115  0.6177  2.8340
S  4.0793  1.6568  4.0951
S  3.9720  1.0658  1.1611
H  5.2970  -2.1802  4.0396
H  4.0514  -1.2447  4.9241
H  5.6598  -0.5432  4.6730
N  -0.2459  -1.8464  0.1275
C  -0.5082  -2.2248  -0.9365
N  -0.8217  -2.6722  -2.1261
C  -1.0793  -1.7623  -3.2477
C  -2.2469  -2.3204  -4.0370
O  -1.9898  -3.6504  -4.4433
C  -1.8189  -4.5128  -3.3349
C  -0.6344  -4.0821  -2.4889
H  -0.1887  -1.7162  -3.8824
H  -1.2830  -0.7631  -2.8650
H  -2.4051  -1.7365  -4.9422
H  -3.1588  -2.2851  -3.4246
H  -1.6505  -5.5112  -3.7344
H  -2.7309  -4.5211  -2.7226
H  0.2910  -4.1871  -3.0625
H  -0.5591  -4.6800  -1.5818

The energy comes out at -3988.88554 Eh. Its total charge is +2. The value obtained for the energy above the lowest of the compared OMol25 structures with the same formula, charge and spin is 0.2496 eV.

Mulliken population analysis, charges in e, atoms 1 to 99:
1. Sn 0.794
2. C -0.382
3. C -0.318
4. C 0.278
5. Sb 1.041
6. C 0.480
7. C -0.901
8. C -0.721
9. C -0.656
10. C -0.592
11. C -0.095
12. C 0.727
13. C -0.216
14. C -0.997
15. C -0.587
16. C -0.652
17. C -0.634
18. Sb 0.772
19. C 0.671
20. C -0.611
21. C -0.835
22. C -0.930
23. C -0.652
24. C -0.306
25. C 0.663
26. C -0.483
27. C -0.679
28. C -0.617
29. C -0.735
30. C -0.297
31. H 0.768
32. H 0.008
33. H 0.158
34. H 0.007
35. H -0.800
36. H 0.716
37. H 0.393
38. H 0.449
39. H 0.434
40. H 0.541
41. H 0.536
42. H 0.317
43. H 0.483
44. H 0.425
45. H 0.442
46. H 0.415
47. H 0.402
48. H 0.501
49. H 0.793
50. H 0.549
51. H 0.278
52. H 0.403
53. H 0.451
54. H 0.441
55. H 0.447
56. H 0.369
57. C -1.363
58. C -0.279
59. C -1.049
60. C -1.073
61. C 0.912
62. C -0.632
63. C -0.023
64. F -0.339
65. C -1.030
66. C 0.361
67. C 1.921
68. O -1.232
69. C -0.133
70. C -0.648
71. N 0.196
72. C -0.476
73. C 0.121
74. O -0.847
75. O 0.001
76. H 0.394
77. H 0.387
78. H 0.391
79. H 0.499
80. H 0.426
81. H 0.363
82. H 0.364
83. H 0.489
84. H 0.558
85. H 0.606
86. H 0.582
87. C -0.837
88. O -0.186
89. C 0.351
90. S -0.209
91. S -0.346
92. H 0.241
93. H 0.312
94. H 0.394
95. N -0.190
96. C -0.259
97. N 0.625
98. C 0.095
99. C -0.636

---

The following is a quantum chemistry calculation of a single C14H15N molecule at a distorted geometry, from OMol25.

Positions of all 30 atoms, in Å:
C  1.0596  -0.3180  3.0120
C  1.3614  -0.5235  1.8752
C  -2.5492  -1.2936  0.9653
C  -3.5694  -0.6033  0.2363
C  -1.2071  -1.0082  0.6847
C  -3.1657  0.4981  -0.4968
C  -0.7101  0.0823  -0.1255
C  -1.7709  0.7324  -0.8753
C  -1.7622  1.9727  -3.0287
C  0.6421  0.2932  -0.3413
C  1.0609  1.5986  -1.0420
C  1.8009  -1.9839  -0.0692
C  3.0001  0.2030  0.4069
C  1.6568  -0.5056  0.4284
N  -1.5615  1.6002  -1.8707
H  0.6338  -0.1763  4.0133
H  -2.9220  -2.0978  1.6018
H  -4.6420  -0.7819  0.7193
H  -0.4919  -1.6878  1.1663
H  -3.9207  1.2351  -0.8163
H  -1.9525  2.9760  -3.4187
H  2.0354  1.9608  -0.6566
H  0.2981  2.3897  -0.8831
H  1.2044  1.4128  -2.1080
H  2.1096  -2.1426  -1.0909
H  2.4962  -2.3792  0.6588
H  0.8707  -2.5159  -0.1495
H  3.7782  -0.3123  0.7803
H  2.9704  1.0636  1.0728
H  3.2468  0.3115  -0.6486

The energy comes out at -596.94602 Eh. Its total charge is 0. As for the multiplicity: 3. The value obtained for the energy above the lowest of the compared OMol25 structures with the same formula, charge and spin is 1.3471 eV.

Okay, here come the natural (NBO) numbers, in e, for every atom:
1. C -0.238
2. C -0.015
3. C -0.241
4. C -0.202
5. C -0.180
6. C -0.255
7. C -0.132
8. C 0.164
9. C 0.143
10. C 0.134
11. C -0.670
12. C -0.595
13. C -0.583
14. C -0.183
15. N -0.425
16. H 0.247
17. H 0.215
18. H 0.221
19. H 0.222
20. H 0.218
21. H 0.168
22. H 0.230
23. H 0.233
24. H 0.224
25. H 0.217
26. H 0.217
27. H 0.221
28. H 0.213
29. H 0.226
30. H 0.208